1.
This record from the OMol25 dataset describes C4H7ClS in the gas phase. The level of theory is ωB97M-V with the def2-TZVPD basis set.

Last column: Löwdin charge in e.
Atoms and positions in Å:
C 2.078 -0.522 -0.688  -0.132
C 0.946 0.173 0.014  -0.687
Cl 1.003 1.951 -0.042  0.622
C -0.212 -0.429 0.403  -0.263
C -1.488 0.270 0.816  -0.567
S -2.305 0.688 -0.788  0.678
H 2.071 -1.641 -0.504  0.099
H 3.027 -0.071 -0.506  0.049
H 1.941 -0.407 -1.808  0.100
H -0.227 -1.526 0.447  0.112
H -2.007 -0.539 1.365  0.076
H -1.332 1.115 1.474  0.059
H -3.496 0.938 -0.184  -0.145

Computed properties:
Energy = -1014.95794 hartree
Frontier orbital gap = 9.76 eV
Relative energy (zero: lowest compared OMol25 entry of this formula, charge and spin) = 6.9 kcal per mole
SMILES = C/C(Cl)=C/CS
HOMO energy = -9.02 eV
2S+1 = 1

2.
This record from the OMol25 dataset describes a molecular structure, C6H9NO2. The level of theory is ωB97M-V with the def2-TZVPD basis set.

Last column: Löwdin charge in e.
Atoms and positions in Å:
C -0.091 -1.143 -0.511  -0.254
C 0.692 -1.060 0.884  -0.026
C 0.804 -0.188 1.845  -0.109
C -0.873 0.883 0.798  -0.351
C -1.498 1.549 -0.331  0.051
C -0.474 0.402 -0.427  -0.541
H 1.338 -0.876 -1.901  0.045
H 0.284 -2.036 -2.599  0.166
H -1.040 -1.773 -0.533  0.151
H 1.568 -1.679 0.935  0.102
H 1.800 -0.086 2.483  0.175
H -1.630 0.137 1.113  0.181
H -2.516 1.772 -0.635  0.098
H -0.847 2.388 -0.878  0.160
H 0.911 1.357 0.373  0.268
N 0.723 -1.612 -1.613  0.009
O 0.120 1.091 1.792  -0.044
O 0.730 0.873 -0.794  -0.080

Computed properties:
Energy = -438.99539 hartree
Frontier orbital gap = 9.90 eV
Relative energy (zero: lowest compared OMol25 entry of this formula, charge and spin) = 176.3 kcal per mole
HOMO energy = -9.05 eV
2S+1 = 1

3.
This record from the OMol25 dataset describes a molecular structure, C3H5N3O. The level of theory is ωB97M-V with the def2-TZVPD basis set.

Last column: Löwdin charge in e.
Atoms and positions in Å:
C 2.107 0.106 0.014  -0.114
C -0.015 -0.489 -0.108  -0.452
C -1.592 0.740 -0.185  -0.269
H 1.811 0.841 -0.747  0.098
H 2.034 0.588 1.004  0.103
H 3.041 -0.368 0.025  0.081
H -2.243 1.530 0.072  0.108
H -2.981 -1.104 0.046  0.197
N -0.354 0.953 0.013  0.165
N -2.060 -0.519 0.003  -0.012
N -0.956 -1.402 0.037  0.124
O 1.207 -0.877 -0.175  -0.029

Computed properties:
Energy = -356.74029 hartree
Frontier orbital gap = 9.93 eV
Relative energy (zero: lowest compared OMol25 entry of this formula, charge and spin) = 73.5 kcal per mole
HOMO energy = -8.97 eV
2S+1 = 1

4.
This record from the OMol25 dataset describes a molecular structure, C28H49BKN4P2S7. The level of theory is ωB97M-V with the def2-TZVPD basis set.

Last column: Löwdin charge in e.
Atoms and positions in Å:
K 0.831 -0.078 0.187  0.148
C -1.556 3.650 0.600  -0.545
C -1.776 3.575 -0.910  -0.507
S -0.687 2.395 -1.757  0.840
C -1.856 1.694 -2.953  -0.521
C -1.409 0.305 -3.401  -0.539
S -1.310 -0.956 -2.109  0.814
C -2.996 -1.602 -2.098  -0.542
C -4.073 -0.779 -1.397  -0.529
S -3.691 -0.499 0.352  0.853
C -4.160 1.242 0.525  -0.528
C -3.435 1.886 1.703  -0.552
S -1.649 2.108 1.538  0.810
H -2.272 4.359 1.027  0.078
H -0.552 4.017 0.812  0.009
H -1.618 4.576 -1.320  0.076
H -2.807 3.299 -1.135  0.050
H -1.940 2.336 -3.834  0.080
H -2.841 1.645 -2.486  0.041
H -0.400 0.357 -3.811  -0.005
H -2.064 -0.065 -4.194  0.081
H -2.926 -2.584 -1.624  0.050
H -3.303 -1.787 -3.132  0.078
H -5.033 -1.292 -1.495  0.071
H -4.178 0.192 -1.880  0.055
H -5.240 1.333 0.666  0.076
H -3.896 1.752 -0.400  0.041
H -3.581 1.279 2.599  0.052
H -3.890 2.857 1.917  0.075
C 3.744 2.127 -1.743  -0.060
N 4.006 0.714 -1.551  -0.121
C 4.984 0.199 -0.726  -0.069
C 4.957 -1.143 -0.890  -0.084
N 3.986 -1.450 -1.814  -0.009
B 3.823 -2.887 -2.406  -0.482
N 2.337 -3.351 -2.397  -0.014
C 1.618 -3.602 -3.541  -0.100
C 0.397 -4.058 -3.190  -0.079
N 0.373 -4.074 -1.809  -0.138
C -0.739 -4.456 -0.980  -0.071
C 1.561 -3.624 -1.334  -0.748
S 1.938 -3.457 0.323  0.578
C 3.397 -0.303 -2.211  -0.752
S 2.114 -0.131 -3.325  0.594
H 3.689 2.617 -0.774  0.035
H 2.785 2.223 -2.246  0.043
H 4.524 2.571 -2.366  0.095
H 5.579 0.831 -0.093  0.117
H 5.530 -1.921 -0.421  0.113
H 4.492 -3.618 -1.712  0.065
H 4.177 -2.892 -3.565  0.070
H 2.043 -3.405 -4.506  0.108
H -0.456 -4.341 -3.779  0.107
H -1.468 -4.982 -1.596  0.091
H -1.203 -3.580 -0.523  0.055
H -0.391 -5.106 -0.180  0.066
C -1.576 -3.489 2.385  -0.304
P -0.630 -1.915 2.452  0.795
C -1.723 -0.978 3.607  -0.307
C 0.679 -2.446 3.651  -0.449
C 1.425 -1.266 4.278  -0.442
P 2.114 -0.102 3.013  0.779
C 2.762 1.192 4.134  -0.315
C 3.685 -0.963 2.606  -0.282
H -2.468 -3.362 1.767  0.022
H -1.881 -3.822 3.380  0.037
H -0.942 -4.251 1.933  0.013
H -1.806 -1.466 4.584  0.042
H -2.720 -0.919 3.166  0.003
H -1.355 0.039 3.746  0.016
H 1.369 -3.089 3.099  0.034
H 0.213 -3.062 4.430  0.075
H 2.223 -1.620 4.939  0.076
H 0.736 -0.684 4.899  0.065
H 3.339 0.753 4.953  0.034
H 1.938 1.783 4.534  0.033
H 3.382 1.873 3.553  0.010
H 4.254 -1.202 3.510  0.041
H 4.286 -0.314 1.966  0.021
H 3.494 -1.874 2.037  -0.016
S 1.751 2.769 1.044  0.479
C 2.238 4.366 0.507  -0.722
C 3.014 5.203 1.325  -0.140
C 3.387 6.474 0.923  -0.123
C 3.004 6.968 -0.319  -0.135
C 2.242 6.156 -1.147  -0.114
C 1.868 4.883 -0.745  -0.148
H 3.316 4.828 2.295  0.085
H 3.986 7.086 1.588  0.089
H 3.296 7.962 -0.633  0.083
H 1.938 6.511 -2.126  0.092
H 1.287 4.260 -1.413  0.050

Computed properties:
Total charge = -1
Energy = -5410.39691 hartree
Frontier orbital gap = 5.91 eV
Relative energy (zero: lowest compared OMol25 entry of this formula, charge and spin) = 0.0 kcal per mole
HOMO energy = -4.08 eV
2S+1 = 1

5.
This record from the OMol25 dataset describes a molecular structure, C19H26BFeN8O. The level of theory is ωB97M-V with the def2-TZVPD basis set.

Last column: Mulliken spin population.
Atoms and positions in Å:
Fe -0.738 -1.108 -1.110  3.935
C 1.695 -3.030 -2.921  0.075
C 2.162 -2.023 -1.924  -0.026
C 3.459 -1.685 -1.547  -0.006
C 3.305 -0.702 -0.592  0.032
N 2.001 -0.460 -0.402  0.052
N 1.293 -1.285 -1.233  -0.040
B 1.205 0.530 0.532  -0.048
N 0.297 -0.354 1.451  0.009
C 0.366 -0.539 2.775  0.021
C -0.548 -1.512 3.133  0.004
C -1.154 -1.899 1.941  -0.023
C -2.217 -2.920 1.709  0.026
N -0.638 -1.192 0.930  0.029
N 0.333 1.441 -0.391  0.000
C 0.384 2.770 -0.547  0.018
C -0.474 3.128 -1.568  0.004
C -1.025 1.929 -2.018  -0.008
C -1.960 1.701 -3.159  0.005
N -0.539 0.917 -1.293  0.031
N 2.036 1.429 1.425  0.000
C 3.355 1.679 1.636  0.000
C 3.458 2.643 2.601  0.000
C 2.126 2.953 2.948  0.000
C 1.635 3.943 3.953  0.000
N 1.282 2.224 2.241  0.000
H 2.544 -3.500 -3.411  0.000
H 1.111 -3.817 -2.440  -0.006
H 1.080 -2.563 -3.692  -0.006
H 4.381 -2.097 -1.916  0.002
H 4.067 -0.182 -0.047  0.000
H 1.048 0.036 3.375  0.002
H -0.744 -1.890 4.121  0.001
H -2.344 -3.539 2.594  0.000
H -3.182 -2.457 1.492  -0.001
H -1.958 -3.577 0.877  -0.004
H 1.015 3.373 0.082  0.002
H -0.663 4.117 -1.945  0.001
H -2.479 2.622 -3.416  0.000
H -1.415 1.369 -4.044  -0.001
H -2.711 0.943 -2.929  0.003
H 4.146 1.185 1.107  0.000
H 4.363 3.069 2.999  0.000
H 2.470 4.449 4.433  0.000
H 1.003 4.695 3.481  0.000
H 1.044 3.451 4.725  0.000
C -3.701 -0.094 -0.161  -0.004
O -3.800 -1.196 -1.106  -0.006
C -2.753 -1.658 -1.679  -0.051
C -3.102 -2.746 -2.619  -0.031
H -3.537 0.825 -0.716  0.002
H -2.886 -0.274 0.537  0.004
H -4.658 -0.065 0.348  0.000
H -4.158 -3.009 -2.604  0.000
H -2.477 -3.615 -2.393  0.001
H -2.803 -2.433 -3.625  0.002

Computed properties:
Total charge = +1
Energy = -2541.34012 hartree
Frontier orbital gap (alpha / beta) = 8.61 / 8.14 eV
<S²> = 6.02
HOMO energy (alpha / beta) = -11.62 / -11.62 eV
2S+1 = 5

| no. | F_max (eV/A) |
| --- | --- |
| 1 | 2.03 |
| 2 | 6.75 |
| 3 | 5.58 |
| 4 | 0.65 |
| 5 | 0.82 |